129
Properties=species:S:1:pos:R:3:forces:R:3 method="wB97M-V/def2-TZVPD" max_force_ev_per_a=1.89 e_tot_ev=-137673.3119 gap_ha=0.2808 charge=+1
C 4.299487 3.022996 2.841373 -0.39 0.10 0.03
H 0.709899 -6.405195 0.213394 -0.03 0.05 -0.11
H 0.056156 -5.688974 1.676395 -0.06 0.08 -0.01
C 10.179485 1.824009 -3.518284 0.14 0.04 0.17
O -10.357664 -3.120331 5.412362 0.10 0.32 -0.04
C -8.188464 0.225267 2.242938 -0.36 1.63 -0.50
H 4.006430 2.999339 -12.021883 0.07 0.05 -0.10
N -5.125730 -2.071137 0.838049 0.88 0.28 1.58
F 2.937857 5.235964 -8.438497 0.08 -0.19 -0.14
C -3.989011 -1.478900 1.596179 -0.03 -0.42 0.33
C 6.836380 2.795048 -1.548430 0.39 0.13 0.85
C -7.558454 -1.880496 2.316468 0.23 -0.84 -1.28
O 12.366772 1.378294 -4.499662 0.35 -0.09 -0.10
H -1.527783 -6.204358 -0.890390 -0.05 -0.27 0.03
C -11.818070 -5.372769 5.568898 0.16 -0.68 0.08
H -8.665238 1.228185 4.067951 -0.04 -0.12 -0.04
H 10.565917 1.072451 -5.511474 0.15 -0.16 0.08
F 4.750569 5.987601 -7.555053 0.22 -0.15 -0.10
C -4.103908 -3.554294 3.059032 0.51 1.04 0.06
F 7.889388 2.084408 -1.154577 -0.06 -0.12 -0.28
F -13.171981 -1.736970 6.746737 0.11 -0.18 0.00
C 12.592296 0.079585 -4.350541 -0.66 0.39 -0.17
H 0.138839 -4.725745 0.194157 -0.03 -0.02 -0.03
H 3.783599 3.938994 2.551755 0.10 0.02 -0.07
F 14.310646 -1.392208 -3.637411 -0.25 0.01 -0.06
C -2.171681 6.105229 5.262993 -0.52 -0.12 0.63
F -2.338981 -9.438655 3.479614 -0.01 0.29 -0.03
C -11.537759 -3.040270 5.610649 0.05 -0.72 -0.04
C -8.365349 0.290506 3.614810 -0.06 0.01 0.63
H 5.544241 2.218514 -12.437417 0.02 0.04 0.01
O 0.071080 6.463840 4.431035 -0.08 -0.06 0.35
O -0.816734 -1.203919 1.624465 -0.82 0.00 0.35
N -4.977405 -4.167609 1.981945 -1.14 0.60 0.93
H -4.419012 -0.778823 2.325123 0.16 0.12 -0.34
O 0.027167 -2.141756 3.647730 -0.89 0.70 0.30
C 14.086700 -0.164944 -4.102224 0.78 -0.18 0.23
H 5.339762 3.265210 3.054746 0.00 -0.04 -0.03
O 5.533434 3.021528 -8.508375 -0.16 0.05 0.40
F -3.442276 -9.594588 1.631876 -0.02 0.26 -0.07
H 4.754145 1.082588 2.048408 -0.28 -0.16 -0.04
H -4.756581 -2.998593 3.751673 0.13 -0.33 0.07
H 4.778625 1.921402 -10.870754 0.11 -0.02 -0.01
O -1.633948 6.246632 2.984104 -0.25 0.09 0.24
H 10.650709 2.491434 -2.793182 0.01 0.06 -0.08
C -2.278074 -9.201877 2.172274 0.01 -0.89 0.26
H -8.267131 -0.845079 5.447741 -0.01 -0.05 -0.13
H -10.849684 -6.872063 6.771324 -0.04 0.00 -0.04
H -0.035636 7.253289 2.091647 -0.04 -0.05 0.24
C 6.488741 2.536001 -3.019998 -0.53 0.01 -0.72
H 3.508555 1.226673 -4.188404 -0.07 0.09 -0.07
H -2.212394 -5.542783 0.585438 -0.04 -0.17 0.17
H -0.629138 -0.252652 1.687152 0.13 -0.44 -0.30
H -1.352267 6.768324 1.039453 -0.22 -0.03 0.17
F 14.784669 -0.028495 -5.239542 -0.21 0.05 -0.08
O -2.355945 -1.906147 3.360760 -0.23 -0.77 -0.39
C -11.198269 -5.844273 6.866941 0.06 0.29 0.17
C -12.295901 -1.712692 5.741385 -0.45 0.75 0.20
C -0.735452 6.446486 1.876295 0.38 0.00 -0.52
H 3.826283 2.661209 3.755564 0.12 -0.06 0.02
F -1.315785 -9.974424 1.663597 0.03 0.21 -0.07
O 5.277540 2.995485 -3.283492 0.19 0.11 0.31
C -3.201267 -2.524571 2.390831 0.84 -0.17 -0.70
O 7.232191 2.020402 -3.804496 -0.33 0.00 0.32
F 3.821913 4.208682 -6.762077 0.05 0.00 -0.51
F 14.593221 0.700361 -3.214775 -0.19 0.05 -0.03
C -0.016198 5.161652 1.527388 -0.02 0.03 0.36
F 0.718633 0.723238 -0.242457 0.25 0.00 0.09
H 9.169579 2.186499 -3.734475 0.63 -0.17 0.02
C 11.004379 1.755302 -4.784033 -0.58 0.27 0.03
H -7.462055 -2.930908 4.179619 -0.14 0.11 0.00
C -1.086070 6.285946 4.193642 0.30 0.11 -0.70
H 5.931600 4.587121 -11.829298 -0.16 0.18 0.16
C 4.829316 2.862498 -4.651695 -0.25 -0.27 -0.39
H 6.686124 3.549676 -10.632422 -0.12 0.00 0.22
H -4.881011 -2.310307 -0.118044 -0.48 0.11 -0.10
N -7.055363 -3.081721 1.626306 0.08 -0.19 -0.61
H 11.055165 2.737912 -5.249896 0.28 -0.02 0.03
H 4.043135 3.592578 -4.782444 0.03 0.11 0.46
F 7.128856 4.084935 -1.343801 -0.12 0.03 -0.25
C 4.942190 4.006177 -8.844167 0.41 -0.23 -0.68
H 4.659499 2.331834 0.820175 -0.48 -0.03 0.26
O -2.178961 -6.837397 2.683184 -0.22 -0.12 0.25
F 5.816003 2.483696 -0.725515 0.15 -0.02 -0.53
O 4.936741 4.535826 -10.056991 -0.08 0.23 0.28
F 0.198110 1.326168 1.770756 0.25 0.33 0.04
F -2.895922 7.223560 5.398113 0.13 0.05 -0.18
C 4.214124 1.978756 1.748669 0.73 0.26 0.25
C -5.720847 -3.140130 1.481326 -0.14 -0.27 -0.95
H 5.075087 0.720515 -4.799885 0.04 0.04 -0.11
O -1.658772 -7.554400 0.620678 -0.21 -0.23 0.07
H -0.732783 4.367057 1.344710 -0.13 0.13 -0.06
H -3.310932 -0.988574 0.899040 -0.19 0.19 0.19
O 11.771497 -0.786510 -4.426448 0.27 -0.24 0.07
O 2.842687 1.571327 1.531905 -0.37 -0.22 -0.13
C 4.972741 2.677571 -11.631591 -0.26 -0.07 0.24
F -3.019940 5.113181 4.949250 0.13 0.00 -0.15
H -8.379443 1.134453 1.671142 0.04 -0.25 -0.05
H 5.630239 3.116180 -5.343772 0.15 -0.06 0.18
N -7.791843 -0.823643 1.568167 -0.04 -0.32 0.10
H 10.098000 0.843486 -3.047959 -0.08 -0.02 -0.09
F -11.458378 -0.695640 5.959223 0.18 -0.21 -0.07
H 0.601031 5.294494 0.640041 -0.03 0.01 0.00
H 0.323926 -1.377068 4.160365 0.43 -0.38 0.11
C 5.727691 3.854074 -11.051580 0.27 -0.30 -0.58
C -8.138061 -0.831729 4.371905 0.47 -1.38 -0.66
H -12.644756 -6.023581 5.292187 -0.16 0.24 0.02
C -7.698068 -2.004756 3.669039 -0.39 1.35 1.26
C -0.051384 -5.722981 0.591917 0.06 -0.17 0.27
H 3.882944 1.401974 -5.915095 0.02 0.06 0.00
C 4.101258 4.866781 -7.894122 -0.60 0.57 0.44
H -2.542714 -3.052922 1.681382 -0.39 -0.13 0.00
H 0.625030 4.838084 2.349813 0.07 0.11 -0.03
H -5.642174 -4.754440 2.485536 0.30 -0.40 -0.18
F -12.974381 -1.445368 4.617707 0.14 -0.20 -0.08
O -12.379343 -4.053384 5.713976 -0.09 0.31 -0.13
C 2.117277 2.360779 0.758226 0.92 0.04 0.36
C -2.028215 -7.715821 1.883284 0.19 0.57 -0.44
H -10.352884 -5.216871 7.150317 0.04 -0.05 -0.08
B -1.061998 -1.743770 2.882050 1.06 0.25 0.05
H -11.100323 -5.392765 4.749021 0.02 0.24 0.04
H -3.544312 -4.300951 3.623258 -0.08 -0.14 -0.42
F -0.151429 2.653162 0.103715 0.27 -0.14 -0.06
C 4.291940 1.471313 -4.907933 0.14 -0.22 0.26
C -1.432893 -6.198650 0.193861 0.29 0.53 -0.29
H -7.677823 -3.808621 1.297400 0.03 -0.25 0.73
C 0.712179 1.768742 0.590210 -0.74 -0.15 -0.39
F -1.645213 5.819137 6.450558 0.20 0.02 -0.16
O 2.483033 3.368576 0.232584 -0.44 0.02 -0.21
H -11.925244 -5.791696 7.677654 -0.05 -0.11 -0.06